This record from the OMol25 dataset describes C36H29ClN5O8PSSn as an isolated structure at a distorted geometry. The level of theory is wB97M-V/def2-TZVPD.

The geometry in XYZ format:
```
82
Properties=species:S:1:pos:R:3
Sn 1.8833 0.1828 0.9050
C 1.8670 -1.6401 -3.9605
C 1.8883 -0.7854 -2.7196
N 2.1984 -1.2383 -1.5572
N 2.4061 -2.5383 -1.3849
C 3.1951 -2.8906 -0.3917
N 3.1501 -4.2233 -0.0432
S 4.3883 -1.9096 0.3283
C 1.5598 0.6374 -2.7995
C 1.3276 1.2798 -4.0240
C 1.1007 2.6443 -4.0455
C 1.0954 3.3460 -2.8500
C 1.2902 2.6306 -1.6756
N 1.5067 1.3261 -1.6496
H 2.2679 -2.6209 -3.7155
H 0.8430 -1.7609 -4.3271
H 2.4672 -1.1977 -4.7586
H 2.2299 -4.6365 -0.1211
H 3.6375 -4.4205 0.8141
H 1.3274 0.7194 -4.9481
H 0.9342 3.1532 -4.9881
H 0.9439 4.4164 -2.8256
H 1.2755 3.1256 -0.7102
Cl 6.2156 6.4020 2.9289
C 5.3713 5.0521 2.1968
C 5.1684 5.0438 0.8067
C 4.5323 3.9848 0.2273
C 4.0461 2.8615 0.9831
O 3.5260 1.8790 0.3882
C 4.2286 2.9400 2.4060
C 3.6965 1.9494 3.2990
O 3.0509 0.9455 3.0328
C 4.9097 4.0298 2.9752
H 5.5261 5.8745 0.2113
H 4.3654 3.9556 -0.8423
H 3.9054 2.1562 4.3722
H 5.0587 4.0442 4.0490
O 0.0423 -2.3380 4.1896
C 0.0386 -2.4912 2.9724
O 0.5955 -1.7394 2.0942
C -0.7277 -3.7237 2.3607
P -0.6061 -3.4659 0.5345
C -1.5297 -5.0042 -0.0298
C -2.7076 -5.5051 0.5233
C -3.2679 -6.6824 0.0512
C -2.6669 -7.3749 -0.9923
C -1.5037 -6.8815 -1.5636
C -0.9433 -5.7028 -1.0862
C -2.0451 -2.3565 0.2549
C -2.6534 -1.5843 1.2408
C -3.7822 -0.8313 0.9487
C -4.3026 -0.8155 -0.3363
C -3.6634 -1.5287 -1.3414
C -2.5441 -2.2899 -1.0478
H -1.7552 -3.7578 2.7274
H -0.2349 -4.6534 2.6533
H -3.1932 -4.9684 1.3308
H -4.1846 -7.0626 0.4890
H -3.1092 -8.2946 -1.3582
H -1.0400 -7.4143 -2.3860
H -0.0383 -5.2959 -1.5287
H -2.2423 -1.5533 2.2406
H -4.2534 -0.2470 1.7301
H -5.1865 -0.2292 -0.5577
H -4.0349 -1.4813 -2.3587
H -2.0424 -2.8452 -1.8335
O 0.7168 3.5654 1.6288
C -0.1830 2.7793 1.3199
O -0.0993 1.5318 1.1156
C -1.5778 3.3716 1.1282
C -1.9291 4.5368 1.8053
C -3.1625 5.1217 1.6079
C -4.0535 4.5377 0.7097
C -3.7186 3.3662 0.0352
C -2.4846 2.7856 0.2524
N -5.3291 5.1593 0.4664
O -5.6353 6.1451 1.1212
O -6.0613 4.6845 -0.3879
H -1.2019 4.9745 2.4756
H -3.4496 6.0290 2.1187
H -4.4352 2.9368 -0.6492
H -2.1987 1.8753 -0.2551
```

The energy above the lowest of the compared OMol25 structures with the same formula, charge and spin comes out at 0.735 eV. The total charge is -2. The orbital gap comes out at 0.19319 hartree. For the HOMO energy, the calculation gives -2.1157 eV.

***

This record from the OMol25 dataset describes C36H30BrEuF4N9O4PS as an isolated structure at a distorted geometry. The level of theory is wB97M-V/def2-TZVPD.

The geometry in XYZ format:
```
87
Properties=species:S:1:pos:R:3
Eu -0.3350 -18.9891 13.2690
O 3.2625 -20.9134 14.5536
S 2.3407 -19.8447 14.4394
O 1.9575 -19.4928 13.0274
N 0.9027 -19.9608 15.0580
C 0.5159 -20.2967 16.3481
C 1.2187 -20.9563 17.3333
C 0.6235 -21.1799 18.6116
C -0.5987 -20.7178 18.9497
C -1.3551 -20.0684 17.9292
C -2.6149 -19.4847 18.1765
C -3.3168 -18.9264 17.1534
C -2.7453 -18.9094 15.9035
N -1.5436 -19.3691 15.6271
C -0.8321 -19.9437 16.6467
C 3.0619 -18.4054 15.1527
C 4.4037 -18.1670 14.8928
C 5.0158 -16.9748 15.2556
C 4.2842 -15.9939 15.9324
C 2.9615 -16.2604 16.2758
C 2.3272 -17.4355 15.8725
H 2.2375 -21.2320 17.1473
H 1.1634 -21.7826 19.3561
H -0.9180 -20.8438 19.9695
H -3.0182 -19.5324 19.1922
H -4.3116 -18.4870 17.2981
H -3.2458 -18.4585 15.0421
H 4.9880 -18.9282 14.3745
H 6.0369 -16.7714 14.9663
H 4.8138 -15.0785 16.2275
H 2.4064 -15.5520 16.8627
H 1.2636 -17.5890 16.1010
F 2.1240 -16.9788 5.1608
C 1.4749 -17.3623 6.2297
C 0.1040 -17.2439 6.2391
F -0.4973 -16.7520 5.1821
C -0.5976 -17.6401 7.3378
F -1.9373 -17.5565 7.2748
C 0.0269 -18.0848 8.5227
P -0.8932 -18.6225 9.9883
C -2.3176 -17.5410 10.2291
C -3.6434 -17.9273 10.3461
C -4.6008 -16.9546 10.6002
C -4.2523 -15.6180 10.7534
C -2.9225 -15.2530 10.6438
C -1.9396 -16.2093 10.4185
C -1.4867 -20.2533 9.4088
C -0.7261 -21.3855 9.7781
C -1.0061 -22.6575 9.2593
C -1.9934 -22.7689 8.3181
C -2.7809 -21.6736 7.9701
C -2.4954 -20.4118 8.4709
C 1.4203 -18.1079 8.4944
Br 2.4066 -18.6368 9.9729
C 2.1373 -17.7969 7.3507
F 3.4699 -17.8050 7.3158
H -3.9292 -18.9531 10.1376
H -5.6367 -17.2166 10.5993
H -4.9967 -14.8574 10.8743
H -2.6981 -14.2094 10.7544
H -0.8978 -15.9159 10.3317
H 0.1155 -21.2934 10.4490
H -0.3843 -23.5046 9.5120
H -2.1714 -23.7314 7.8318
H -3.5264 -21.8084 7.2177
H -3.0330 -19.5595 8.0439
C -2.1406 -14.4554 14.8250
O -0.7924 -14.4573 14.2459
C -0.4234 -15.6323 13.7579
O -1.0296 -16.7056 13.9365
N 0.6986 -15.5196 12.9924
N 1.2447 -16.7657 12.6620
H -2.2874 -13.4631 15.2183
H -2.2600 -15.2394 15.5837
H -2.7969 -14.6916 14.0219
H 1.3309 -14.7144 13.1121
H 2.1222 -16.9000 13.1760
H 1.4056 -16.8296 11.6656
N -2.0063 -23.5577 12.9124
N -2.4490 -22.2658 12.7534
N -3.7083 -21.9471 12.4144
C -3.6578 -20.6328 12.3378
N -2.4282 -20.1798 12.6671
N -1.7096 -21.2432 12.9295
H -1.6618 -23.8848 12.0005
H -2.7662 -24.1652 13.2300
H -4.4914 -20.0330 12.0665
```

Its spin multiplicity is 7. The energy above the lowest of the compared OMol25 structures with the same formula, charge and spin comes out at 0.000 eV. The total charge is +2. The orbital gap (spin up / spin down) comes out at 0.21264 / 0.29514 hartree. The expectation value of S² is 12.012. For the HOMO energy (spin up / spin down), the calculation gives -13.0839 / -13.0920 eV.

***

This record from the OMol25 dataset describes C36H30BrO3PTc as an isolated structure at a distorted geometry. The level of theory is wB97M-V/def2-TZVPD.

The geometry in XYZ format:
```
72
Properties=species:S:1:pos:R:3
Tc 0.2517 0.3160 0.0432
O 1.8373 -1.6841 0.8419
C 1.0033 -1.0300 1.4384
C 0.5496 -1.1719 2.8165
C 1.0926 -2.1135 3.6975
C 0.6251 -2.1883 4.9936
C -0.3761 -1.3271 5.4328
C -0.9123 -0.3832 4.5678
C -0.4597 -0.3059 3.2588
P -0.9716 0.9187 1.9964
C -0.7822 2.4679 2.9616
C 0.4135 3.1748 2.8750
C 0.6210 4.2979 3.6620
C -0.3642 4.7239 4.5400
C -1.5624 4.0287 4.6263
C -1.7743 2.9076 3.8396
C -2.7910 0.8144 1.8781
C -3.4177 1.7940 1.1059
C -4.7930 1.7871 0.9474
C -5.5561 0.7937 1.5503
C -4.9379 -0.1892 2.3063
C -3.5580 -0.1800 2.4729
H 1.8741 -2.7710 3.3381
H 1.0404 -2.9195 5.6758
H -0.7311 -1.3840 6.4535
H -1.6801 0.2938 4.9205
H 1.1796 2.8443 2.1810
H 1.5523 4.8449 3.5917
H -0.2032 5.6014 5.1530
H -2.3364 4.3584 5.3079
H -2.7180 2.3811 3.8982
H -2.8109 2.5556 0.6276
H -5.2735 2.5503 0.3485
H -6.6302 0.7783 1.4173
H -5.5300 -0.9683 2.7694
H -3.0776 -0.9494 3.0645
Br 6.7752 2.6907 -5.1192
C 5.3408 2.2113 -3.9666
C 4.3762 1.3268 -4.4230
C 3.3409 0.9725 -3.5759
C 3.2717 1.5077 -2.2935
C 4.2450 2.3976 -1.8560
C 5.2901 2.7516 -2.6919
C 2.1482 1.1230 -1.4011
O 1.9677 1.7023 -0.2904
O 1.3493 0.2037 -1.7548
H 4.4379 0.9231 -5.4237
H 2.5767 0.2763 -3.8924
H 4.1731 2.8025 -0.8554
H 6.0577 3.4374 -2.3622
C -0.5196 -2.4990 -1.8085
C -1.6763 -2.0339 -0.8972
C -1.6489 -2.8878 0.3940
C -1.4061 -0.5962 -0.5286
C -3.0447 -2.2508 -1.5558
C -4.1412 -1.4437 -1.2584
C -5.3794 -1.6541 -1.8490
C -5.5624 -2.6935 -2.7462
C -4.4958 -3.5365 -3.0188
C -3.2604 -3.3180 -2.4277
H 0.4309 -2.3034 -1.3126
H -0.5403 -1.9583 -2.7550
H -0.5772 -3.5690 -2.0077
H -0.6528 -2.8636 0.8366
H -1.9093 -3.9212 0.1599
H -2.3662 -2.5035 1.1209
H -2.2457 0.0658 -0.7453
H -4.0520 -0.6443 -0.5336
H -6.2042 -0.9961 -1.6024
H -6.5235 -2.8509 -3.2184
H -4.6254 -4.3703 -3.6975
H -2.4627 -4.0100 -2.6615
```

Its spin multiplicity is 2. The energy above the lowest of the compared OMol25 structures with the same formula, charge and spin comes out at 0.000 eV. The total charge is 0. The orbital gap (spin up / spin down) comes out at 0.27193 / 0.24809 hartree. The expectation value of S² is 0.869. For the HOMO energy (spin up / spin down), the calculation gives -7.5681 / -7.0790 eV.